2 unconnected molecules or ions with the total composition C9H14N4 in a non-equilibrium geometry, computed with ωB97M-V with the def2-TZVPD basis set.

Its SMILES is CCc1c[nH]cn1.Cc1c[nH]cn1. The HOMO energy comes out at -7.75 eV. Its spin multiplicity is 1. For the total energy, the calculation gives -570.23793 Eh. For the LUMO energy, the calculation gives 0.0249 hartree. The calculation puts the energy above the lowest of the compared OMol25 structures with the same formula, charge and spin at 3.418 eV.

Atoms and positions in Å:
C 1.584 -2.487 0.303
C 0.388 -1.654 0.451
C -0.063 -1.255 -0.944
C -1.175 -1.671 -1.620
N -1.040 -1.185 -2.934
C 0.176 -0.420 -2.981
N 0.700 -0.382 -1.757
H 2.516 -1.900 0.100
H 1.628 -2.948 -0.772
H 2.143 -2.941 1.150
H -0.522 -2.206 0.941
H 0.462 -0.725 1.116
H -1.959 -2.163 -1.292
H -1.555 -1.271 -3.630
H 0.452 0.175 -3.889
C -0.539 1.737 3.229
C -0.341 2.076 1.783
C -1.215 2.178 0.606
N -0.437 1.977 -0.549
C 0.930 1.960 -0.048
N 0.961 2.024 1.327
H -0.605 0.583 3.329
H -1.490 2.302 3.718
H 0.184 1.906 4.004
H -2.201 2.470 0.522
H -0.712 1.777 -1.507
H 1.730 2.043 -0.655

For each atom in turn, the Löwdin charge in e is: C -0.153; C -0.235; C -0.312; C -0.018; N 0.088; C -0.134; N 0.070; H 0.075; H 0.116; H 0.080; H 0.138; H 0.111; H 0.066; H 0.021; H 0.127; C -0.092; C -0.355; C -0.049; N 0.046; C -0.137; N 0.057; H 0.089; H 0.114; H 0.042; H 0.064; H 0.121; H 0.060


2 unconnected molecules or ions with the total composition C9H14NO in a non-equilibrium geometry, computed with ωB97M-V with the def2-TZVPD basis set.

The HOMO energy comes out at -12.22 eV. Its spin multiplicity is 1. For the total energy, the calculation gives -480.90842 Eh. As for the total charge: +1. For the LUMO energy, the calculation gives -0.1376 hartree. The calculation puts the energy above the lowest of the compared OMol25 structures with the same formula, charge and spin at 4.523 eV.

Atoms and positions in Å:
C 0.926 2.523 -1.581
C 0.878 1.021 -1.785
C 0.805 0.195 -0.779
C 1.365 3.169 -0.529
C -1.632 -1.612 0.135
C -1.976 -0.254 0.701
C -0.842 -1.018 1.198
C 0.764 0.454 -3.121
C 0.452 -2.274 2.958
N -0.487 -1.261 2.421
O 0.825 -0.515 0.176
H 0.341 3.022 -2.363
H 1.262 4.276 -0.676
H 1.797 2.651 0.367
H -2.431 -2.320 0.312
H -1.144 -1.544 -0.824
H -1.839 0.711 0.228
H -2.730 -0.080 1.388
H 0.401 1.177 -3.809
H 0.182 -0.410 -3.203
H 1.738 0.182 -3.525
H 1.003 -2.607 1.951
H 1.198 -1.845 3.727
H -0.117 -3.099 3.408
H -0.740 -0.542 3.227

For each atom in turn, the Löwdin charge in e is: C -0.129; C -0.239; C -0.074; C 0.026; C 0.014; C -0.026; C -0.296; C -0.034; C -0.029; N 0.020; O 0.147; H 0.119; H 0.091; H 0.094; H 0.136; H 0.112; H 0.129; H 0.103; H 0.086; H 0.072; H 0.107; H 0.138; H 0.122; H 0.087; H 0.226


A gas-phase ion, C9H14NO2S (charge +1) in a non-equilibrium geometry, computed with ωB97M-V with the def2-TZVPD basis set.

The HOMO energy comes out at -13.47 eV. Its spin multiplicity is 1. For the total energy, the calculation gives -954.39746 Eh. As for the total charge: +1. For the LUMO energy, the calculation gives -0.1162 hartree. The calculation puts the energy above the lowest of the compared OMol25 structures with the same formula, charge and spin at 3.511 eV.

Atoms and positions in Å:
N 0.742 -1.581 0.414
O 1.882 -1.298 1.304
O -0.722 -0.169 -0.869
C 0.344 -0.432 -0.069
C 1.278 0.538 0.413
C 2.098 0.036 1.299
S 0.968 2.812 1.912
C -0.227 1.618 2.723
C 1.165 2.008 0.244
C -2.271 -0.740 -2.630
C -1.057 -1.242 -1.769
C 3.000 0.795 2.278
C 2.544 2.287 2.565
H -0.240 0.613 2.271
H 0.042 1.554 3.777
H -1.219 1.958 2.496
H 1.968 2.373 -0.408
H 0.196 2.077 -0.311
H -3.233 -0.883 -2.102
H -2.169 0.298 -2.978
H -2.325 -1.343 -3.496
H -1.266 -2.245 -1.224
H -0.106 -1.291 -2.391
H 3.973 0.871 1.820
H 3.021 0.295 3.270
H 2.538 2.558 3.662
H 3.363 2.819 2.086

For each atom in turn, the Löwdin charge in e is: N 0.210; O 0.045; O -0.041; C -0.322; C -0.250; C -0.252; S 1.172; C -0.150; C -0.227; C -0.053; C -0.194; C -0.058; C -0.349; H 0.075; H 0.078; H 0.061; H 0.128; H 0.121; H 0.085; H 0.083; H 0.056; H 0.152; H 0.142; H 0.124; H 0.143; H 0.122; H 0.099


A gas-phase ion, C9H14NO3S (charge -1) in a non-equilibrium geometry, computed with ωB97M-V with the def2-TZVPD basis set.

The HOMO energy (alpha / beta) comes out at -3.70 / -3.41 eV. Its spin multiplicity is 1. For the total energy, the calculation gives -1029.90416 Eh. As for the total charge: -1. For the LUMO energy (alpha / beta), the calculation gives 0.1197 / 0.1077 hartree. The calculation puts the energy above the lowest of the compared OMol25 structures with the same formula, charge and spin at 1.470 eV.

Atoms and positions in Å:
C -0.786 0.581 -0.402
C -1.945 0.891 -1.042
C -1.511 3.333 -1.356
C -0.788 0.752 2.027
C 2.335 -2.645 0.486
C 1.142 -1.614 -1.417
C 0.853 -0.768 0.982
C -0.637 -0.176 0.885
C 1.072 -1.968 0.051
N -2.277 2.218 -1.441
O -2.648 -0.030 -1.519
O -1.376 4.145 -2.228
O 0.655 4.174 0.066
S -0.593 3.404 0.253
H -0.610 0.244 2.987
H -1.926 1.011 2.094
H -0.250 1.781 1.970
H 2.191 -3.611 -0.075
H 2.213 -2.650 1.554
H 3.140 -2.061 0.156
H 1.567 -2.402 -2.019
H 0.185 -1.563 -1.837
H 1.572 -0.627 -1.787
H 0.963 -1.168 2.051
H 1.650 -0.011 0.623
H -1.360 -0.905 1.015
H 0.157 -2.584 0.117
H -2.986 2.250 -2.196

For each atom in turn, the Löwdin charge in e is: C 0.102; C -0.577; C -0.726; C -0.158; C -0.090; C -0.106; C -0.149; C -0.397; C -0.490; N 0.079; O -0.026; O 0.011; O -0.659; S 0.851; H 0.065; H 0.112; H 0.041; H 0.099; H 0.059; H 0.063; H 0.061; H 0.043; H 0.110; H 0.116; H 0.155; H 0.117; H 0.140; H 0.157


A molecular structure, C9H14NO5Pd, computed with ωB97M-V with the def2-TZVPD basis set.

The HOMO energy comes out at -4.53 eV. Its spin multiplicity is 1. For the total energy, the calculation gives -910.24203 Eh. As for the total charge: -1. For the LUMO energy, the calculation gives 0.1154 hartree. The calculation puts the energy above the lowest of the compared OMol25 structures with the same formula, charge and spin at 0.100 eV.

Atoms and positions in Å:
Pd -0.191 1.449 -0.614
O 1.839 0.391 -2.289
C 0.886 1.429 -2.284
O 1.241 2.557 -1.803
C -0.006 1.318 -3.517
O -1.142 0.487 -3.381
C -0.882 -0.851 -2.998
C -1.018 -1.194 -1.499
O -0.727 -2.361 -1.212
O -1.459 -0.313 -0.691
H 2.403 0.573 -1.527
H -0.391 2.315 -3.723
H 0.612 0.986 -4.364
H -1.618 -1.477 -3.508
H 0.110 -1.176 -3.319
C 1.041 -0.834 1.486
C -0.017 -0.117 2.329
C -1.285 -0.972 2.414
C 0.532 0.178 3.733
C -0.374 1.202 1.739
N -0.715 2.305 1.606
H 1.356 -1.737 2.015
H 1.915 -0.197 1.334
H 0.633 -1.130 0.520
H -1.027 -1.929 2.874
H -1.676 -1.147 1.412
H -2.043 -0.481 3.027
H 0.775 -0.767 4.223
H -0.206 0.706 4.337
H 1.436 0.786 3.681

For each atom in turn, the Löwdin charge in e is: Pd 0.700; O -0.005; C -0.700; O -0.121; C -0.162; O -0.145; C -0.143; C -0.672; O -0.020; O -0.138; H 0.086; H 0.123; H 0.125; H 0.122; H 0.117; C -0.051; C -0.590; C -0.042; C -0.061; C -0.269; N 0.129; H 0.087; H 0.082; H 0.058; H 0.087; H 0.069; H 0.086; H 0.081; H 0.083; H 0.084


A molecular structure, C9H14NP in a non-equilibrium geometry, computed with ωB97M-V with the def2-TZVPD basis set.

The HOMO energy (alpha / beta) comes out at -7.59 / -7.51 eV. Its spin multiplicity is 1. For the total energy, the calculation gives -747.24348 Eh. For the LUMO energy (alpha / beta), the calculation gives -0.0133 / -0.0205 hartree. The calculation puts the energy above the lowest of the compared OMol25 structures with the same formula, charge and spin at 3.282 eV.

Atoms and positions in Å:
C 2.446 1.331 0.506
C -0.041 1.526 0.479
C -2.591 -0.164 2.421
C 1.284 1.378 -0.324
C 0.870 0.228 -1.388
C -1.677 -0.939 1.746
C -0.113 0.637 -2.418
C 2.013 -0.626 -1.804
C -1.534 -2.458 1.852
N 3.276 1.341 1.332
P -1.007 -0.224 0.134
H 0.159 1.815 1.558
H -0.681 2.279 0.014
H -3.040 -0.390 3.325
H -2.515 0.964 2.084
H 1.409 2.316 -0.894
H -0.813 1.328 -2.160
H -0.312 -0.240 -2.991
H 0.572 1.024 -3.219
H 2.687 -0.085 -2.534
H 1.638 -1.489 -2.435
H 2.549 -1.059 -0.907
H -1.063 -2.713 2.795
H -0.917 -2.829 0.946
H -2.598 -2.950 1.881

For each atom in turn, the Löwdin charge in e is: C -0.220; C -0.300; C -0.051; C -0.364; C -0.437; C -0.607; C -0.145; C -0.102; C -0.162; N 0.158; P 1.083; H 0.095; H 0.050; H 0.021; H 0.078; H 0.144; H 0.033; H 0.079; H 0.116; H 0.106; H 0.094; H 0.099; H 0.056; H 0.070; H 0.106